Record 1
{
  "formula": "C42H50N6O4ScSe3",
  "method": "wB97M-V/def2-TZVPD",
  "symbols": ["Sc", "C", "O", "C", "C", "C", "C", "C", "C", "N", "N", "C", "C", "O", "C", "C", "C", "C", "C", "C", "C", "C", "H", "H", "H", "H", "H", "H", "H", "H", "H", "H", "H", "H", "H", "C", "Se", "C", "C", "Se", "C", "H", "H", "H", "H", "H", "H", "H", "H", "H", "H", "O", "N", "N", "O", "C", "C", "C", "C", "C", "C", "H", "H", "H", "H", "H", "C", "C", "C", "C", "N", "C", "Se", "N", "C", "C", "C", "C", "C", "C", "C", "C", "C", "C", "H", "H", "H", "H", "H", "H", "H", "H", "H", "H", "H", "H", "H", "H", "H", "H", "H", "H", "H", "H", "H", "H"],
  "positions_angstrom": [[1.137, 1.936, -0.488], [2.323, 5.289, -1.109], [2.312, 3.907, -1.451], [3.232, 3.533, -2.423], [3.828, 4.385, -3.338], [4.739, 3.875, -4.255], [5.049, 2.525, -4.274], [4.487, 1.673, -3.346], [3.583, 2.170, -2.404], [3.024, 1.433, -1.371], [3.448, 0.226, -1.242], [3.126, -0.507, -0.174], [2.505, 0.041, 1.003], [2.058, 1.252, 1.036], [2.453, -0.798, 2.161], [2.832, -2.104, 2.114], [3.367, -2.691, 0.936], [3.749, -4.041, 0.882], [4.297, -4.571, -0.260], [4.465, -3.770, -1.392], [4.095, -2.447, -1.367], [3.543, -1.883, -0.207], [3.346, 5.644, -0.946], [1.762, 5.367, -0.179], [1.843, 5.897, -1.883], [3.599, 5.438, -3.359], [5.218, 4.546, -4.950], [5.734, 2.138, -5.012], [4.740, 0.626, -3.314], [2.055, -0.365, 3.068], [2.733, -2.732, 2.989], [3.606, -4.655, 1.756], [4.607, -5.605, -0.294], [4.884, -4.193, -2.294], [4.226, -1.817, -2.232], [1.015, 5.224, 2.472], [0.084, 3.765, 1.517], [-1.424, 4.865, 0.840], [-1.314, 5.447, -0.555], [-0.849, 4.177, -2.020], [-1.144, 5.489, -3.447], [0.548, 5.385, 3.441], [0.973, 6.134, 1.877], [2.049, 4.917, 2.610], [-1.559, 5.672, 1.563], [-2.289, 4.207, 0.901], [-0.570, 6.246, -0.607], [-2.291, 5.850, -0.840], [-0.630, 6.423, -3.236], [-2.212, 5.664, -3.560], [-0.755, 5.046, -4.359], [0.524, 1.058, -2.112], [-0.748, 0.848, -2.248], [-1.451, 1.310, -1.315], [-0.904, 2.010, -0.345], [-2.843, 1.147, -1.356], [-3.407, 0.239, -2.246], [-4.784, 0.130, -2.310], [-5.592, 0.928, -1.512], [-5.019, 1.811, -0.611], [-3.643, 1.913, -0.521], [-2.763, -0.362, -2.868], [-5.227, -0.574, -2.998], [-6.667, 0.861, -1.587], [-5.633, 2.434, 0.020], [-3.189, 2.573, 0.198], [-3.051, -3.806, -2.364], [-2.010, -4.135, -1.301], [-0.769, -3.264, -1.462], [0.319, -3.535, -0.423], [-0.114, -3.348, 0.943], [-0.417, -2.161, 1.516], [-0.484, -0.540, 0.666], [-0.689, -2.356, 2.827], [-1.054, -1.327, 3.771], [-2.523, -1.414, 4.196], [-3.505, -1.154, 3.054], [-3.561, 0.308, 2.630], [-0.563, -3.697, 3.104], [-0.725, -4.416, 4.280], [-0.529, -5.782, 4.218], [-0.182, -6.416, 3.027], [-0.007, -5.705, 1.853], [-0.200, -4.333, 1.904], [-3.920, -4.451, -2.258], [-2.640, -3.948, -3.361], [-3.373, -2.772, -2.269], [-1.730, -5.188, -1.379], [-2.446, -3.976, -0.311], [-1.059, -2.212, -1.408], [-0.324, -3.433, -2.444], [1.156, -2.854, -0.611], [0.682, -4.560, -0.513], [-0.863, -0.363, 3.293], [-0.410, -1.420, 4.650], [-2.689, -0.679, 4.986], [-2.712, -2.405, 4.611], [-4.500, -1.465, 3.382], [-3.234, -1.769, 2.192], [-3.813, 0.944, 3.476], [-4.316, 0.435, 1.858], [-2.607, 0.633, 2.220], [-0.992, -3.933, 5.205], [-0.652, -6.372, 5.113], [-0.045, -7.487, 3.021], [0.262, -6.208, 0.939]],
  "atomic_forces_ev_per_a": [[0.986, 2.738, 0.803], [-0.178, 0.306, 0.234], [0.593, -0.260, -0.155], [0.211, -0.758, 0.057], [-0.173, 0.087, 0.067], [-0.043, -0.034, 0.074], [-0.002, 0.036, -0.045], [-0.328, 0.165, 0.295], [0.455, 0.674, -0.711], [0.185, -1.541, 0.338], [0.437, 1.271, -0.724], [-0.847, 0.322, 1.028], [0.951, -1.037, -0.300], [0.723, -0.402, 1.220], [0.035, 0.037, 0.088], [-0.064, 0.453, 0.060], [0.163, 0.088, -0.500], [0.046, -0.054, -0.068], [-0.077, -0.117, 0.098], [-0.045, 0.209, -0.033], [0.032, -0.090, -0.039], [0.089, -0.305, 0.184], [-0.092, -0.167, -0.057], [0.023, 0.064, -0.162], [0.016, -0.144, 0.062], [-0.056, 0.103, 0.060], [-0.030, 0.073, -0.105], [0.106, -0.019, -0.029], [0.035, -0.104, -0.012], [-0.057, 0.036, 0.015], [-0.033, -0.002, 0.140], [0.004, -0.130, 0.180], [-0.029, -0.098, 0.061], [0.058, -0.016, -0.037], [-0.004, -0.029, -0.106], [-0.028, -0.342, -0.261], [-0.269, 0.956, 0.505], [0.073, -0.436, -0.105], [0.189, -0.151, -0.494], [-0.604, 0.994, -0.083], [0.027, -0.195, 0.228], [-0.043, -0.089, -0.121], [0.042, -0.028, 0.002], [0.008, 0.029, -0.003], [0.050, -0.154, -0.001], [0.081, 0.062, 0.078], [-0.101, -0.037, 0.055], [0.175, 0.056, 0.097], [0.066, 0.015, -0.007], [0.042, 0.009, 0.026], [0.037, 0.027, -0.048], [-1.130, -0.663, -0.988], [-0.152, -0.282, -0.594], [0.862, 0.222, -0.389], [-0.734, -0.451, -0.128], [-1.452, -0.151, -0.020], [0.145, 0.078, 0.105], [0.024, 0.046, -0.033], [-0.052, 0.034, 0.068], [0.015, -0.064, -0.128], [0.340, 0.020, -0.019], [-0.026, -0.073, -0.067], [-0.035, -0.056, -0.058], [-0.061, -0.051, -0.010], [-0.106, 0.001, 0.071], [0.049, 0.022, -0.008], [0.096, -0.172, 0.223], [0.111, 0.194, -0.197], [-0.133, -0.211, 0.249], [0.064, 0.264, -0.805], [-0.144, 0.313, 0.565], [0.148, 0.272, -0.472], [-0.552, -0.324, 0.384], [0.179, -0.031, -0.565], [-0.339, 0.428, 0.503], [0.018, -0.129, -0.293], [0.058, 0.119, 0.138], [0.009, -0.181, 0.001], [0.125, -0.800, -0.124], [0.022, 0.151, -0.121], [-0.004, -0.098, 0.123], [0.046, -0.034, -0.051], [0.001, 0.066, -0.020], [-0.153, -0.170, 0.735], [-0.146, -0.003, -0.066], [0.011, -0.002, -0.135], [-0.082, 0.122, -0.016], [-0.013, -0.094, 0.097], [0.021, -0.074, 0.064], [0.061, -0.051, -0.067], [0.038, 0.014, -0.068], [-0.044, -0.171, 0.081], [0.033, 0.082, 0.065], [0.120, -0.164, 0.049], [0.046, -0.012, -0.102], [0.033, -0.045, 0.097], [-0.013, 0.021, 0.122], [0.018, -0.089, -0.065], [-0.074, -0.082, -0.024], [-0.085, 0.110, 0.111], [-0.050, 0.109, -0.059], [0.057, 0.075, -0.054], [-0.046, 0.067, 0.122], [-0.005, -0.043, 0.060], [0.007, -0.070, -0.006], [0.037, -0.057, -0.136]],
  "gap_ev": 6.359,
  "relative_energy_ev": 1.873,
  "lumo_ev": -3.23,
  "homo_ev": -9.6,
  "total_charge": 1,
  "spin_multiplicity": 1
}

---

Record 2
{
  "formula": "C42H51BFN4O23S",
  "method": "wB97M-V/def2-TZVPD",
  "symbols": ["C", "C", "O", "C", "C", "N", "C", "N", "C", "C", "O", "C", "C", "B", "O", "O", "C", "C", "C", "O", "C", "C", "S", "C", "C", "C", "O", "N", "C", "O", "F", "N", "H", "H", "H", "H", "H", "H", "H", "H", "H", "H", "H", "H", "H", "H", "H", "H", "H", "H", "H", "H", "H", "H", "H", "H", "H", "H", "H", "H", "H", "H", "H", "H", "H", "H", "H", "C", "C", "C", "O", "C", "C", "C", "O", "O", "O", "H", "H", "H", "H", "C", "C", "C", "O", "C", "C", "C", "O", "O", "O", "H", "H", "H", "H", "C", "C", "C", "O", "C", "C", "C", "O", "O", "O", "H", "H", "H", "H", "C", "C", "C", "O", "C", "C", "C", "O", "O", "O", "H", "H", "H", "H"],
  "positions_angstrom": [[6.123, 5.493, 0.633], [6.090, 4.154, -0.114], [5.686, 4.390, -1.461], [5.404, 3.203, -2.161], [4.071, 3.361, -2.934], [3.271, 2.139, -2.951], [2.632, 1.639, -1.895], [1.963, 0.459, -2.099], [1.956, -0.407, -0.890], [1.076, -1.607, -1.203], [1.084, -2.517, -0.117], [1.094, -3.874, -0.540], [3.388, -0.862, -0.495], [3.990, -2.032, -1.375], [3.749, -2.195, -2.749], [4.767, -2.946, -0.724], [1.410, 0.402, 0.333], [-0.140, 0.552, 0.321], [-0.764, 1.312, -0.869], [-1.494, 0.448, -1.747], [2.167, 1.716, 0.526], [3.394, 1.635, 1.514], [3.140, 0.714, 3.050], [4.542, -0.460, 3.034], [4.937, -0.884, 4.454], [1.300, 2.841, 1.138], [1.174, 2.976, 2.312], [0.569, 3.755, 0.233], [1.012, 5.094, 0.433], [0.603, 5.827, 1.241], [1.971, 5.425, -0.444], [2.737, 2.290, -0.730], [5.973, 6.337, -0.044], [5.343, 5.547, 1.396], [7.110, 5.624, 1.080], [5.419, 3.452, 0.403], [7.090, 3.701, -0.071], [5.367, 2.318, -1.514], [6.200, 3.028, -2.898], [3.512, 4.169, -2.447], [4.270, 3.703, -3.948], [3.211, 1.654, -3.834], [2.481, -0.068, -2.806], [1.358, -2.083, -2.150], [0.029, -1.316, -1.359], [0.625, -4.020, -1.521], [0.503, -4.476, 0.156], [2.101, -4.319, -0.525], [4.112, -0.037, -0.513], [3.366, -1.220, 0.535], [3.300, -3.046, -2.856], [5.096, -3.623, -1.330], [1.556, -0.299, 1.159], [-0.610, -0.436, 0.318], [-0.488, 0.995, 1.261], [-1.488, 2.031, -0.461], [-0.063, 1.906, -1.455], [-1.214, 0.669, -2.641], [4.300, 1.286, 1.022], [3.597, 2.675, 1.796], [5.388, 0.070, 2.584], [4.359, -1.332, 2.400], [4.093, -1.069, 5.118], [5.619, -0.133, 4.859], [5.542, -1.791, 4.362], [-0.378, 3.770, 0.613], [2.678, 3.301, -0.795], [-2.603, -3.739, -2.196], [-3.755, -3.233, -2.671], [-4.249, -3.562, -4.056], [-5.309, -3.087, -4.413], [-3.431, -4.427, -4.890], [-2.282, -4.924, -4.414], [-1.804, -4.618, -3.022], [-0.753, -5.119, -2.645], [-1.495, -5.719, -5.135], [-4.524, -2.429, -1.964], [-2.240, -3.512, -1.203], [-3.786, -4.643, -5.888], [-0.738, -5.941, -4.561], [-5.284, -2.211, -2.539], [-7.154, -3.691, 1.121], [-6.934, -4.130, -0.122], [-7.913, -5.016, -0.835], [-7.652, -5.360, -1.973], [-9.117, -5.420, -0.128], [-9.340, -4.984, 1.120], [-8.371, -4.074, 1.825], [-8.638, -3.701, 2.948], [-10.428, -5.326, 1.810], [-5.835, -3.811, -0.816], [-6.456, -3.051, 1.643], [-9.807, -6.072, -0.646], [-10.353, -4.874, 2.676], [-5.947, -4.268, -1.673], [10.869, 6.614, 1.090], [12.029, 7.182, 1.453], [12.944, 6.537, 2.458], [13.988, 7.095, 2.728], [12.526, 5.279, 3.059], [11.366, 4.718, 2.697], [10.467, 5.350, 1.673], [9.432, 4.773, 1.377], [10.935, 3.569, 3.216], [12.443, 8.338, 0.952], [10.205, 7.067, 0.367], [13.182, 4.832, 3.792], [10.079, 3.387, 2.785], [13.305, 8.522, 1.376], [-13.933, -1.816, 3.060], [-15.071, -1.371, 2.510], [-15.491, -1.776, 1.124], [-16.545, -1.349, 0.693], [-14.613, -2.656, 0.369], [-13.474, -3.099, 0.918], [-13.068, -2.712, 2.313], [-12.026, -3.162, 2.757], [-12.638, -3.907, 0.271], [-15.897, -0.549, 3.146], [-13.621, -1.532, 4.055], [-14.917, -2.928, -0.631], [-11.901, -4.090, 0.887], [-16.638, -0.385, 2.531]],
  "atomic_forces_ev_per_a": [[0.105, -0.072, -0.054], [0.454, 0.578, 0.556], [-0.454, -0.584, 0.281], [0.262, -0.052, -0.714], [0.175, 0.516, 0.761], [0.051, 0.393, -0.368], [0.514, 0.188, -1.069], [1.433, -0.099, 0.927], [0.164, 0.443, 1.158], [-1.148, -0.250, 0.043], [0.548, 0.052, -0.362], [-0.209, -0.739, 0.170], [0.074, -0.299, -0.719], [0.295, -0.443, 0.191], [-0.575, 0.233, 0.557], [-0.224, 0.071, -0.224], [-1.643, -0.942, -0.770], [0.009, 0.222, -0.597], [-0.738, 0.417, 0.196], [0.521, -0.013, 0.016], [1.157, 0.816, 0.494], [-0.029, 0.426, 0.179], [0.037, -0.211, 0.149], [0.292, 0.144, -0.240], [0.567, 0.066, -0.541], [-0.610, -0.284, 0.236], [0.127, -0.275, 0.074], [0.318, 0.032, -0.205], [-0.250, -0.801, -0.201], [-0.243, 1.076, 0.415], [0.326, -0.259, -0.049], [-1.375, -1.115, -0.072], [-0.031, -0.219, -0.109], [0.163, 0.023, 0.001], [-0.213, 0.031, 0.179], [-0.149, 0.056, -0.332], [-0.106, 0.024, -0.285], [-0.083, 0.192, 0.090], [-0.016, -0.098, 0.159], [0.018, -0.078, -0.121], [-0.246, -0.275, -0.025], [-0.209, -0.071, 0.139], [-0.444, 0.003, -0.275], [0.373, 0.075, 0.218], [0.268, 0.335, -0.153], [0.244, 0.205, 0.281], [0.018, 0.264, 0.034], [0.009, 0.356, -0.103], [-0.223, 0.082, -0.037], [0.028, 0.016, -0.124], [0.315, 0.023, -0.469], [0.164, 0.026, 0.168], [0.472, 0.576, 0.235], [0.226, 0.039, 0.090], [0.286, 0.066, -0.062], [0.044, -0.086, -0.117], [0.143, -0.123, 0.216], [-0.223, -0.160, 0.011], [-0.247, -0.192, -0.106], [0.111, -0.159, 0.000], [-0.083, -0.079, 0.053], [-0.293, 0.086, 0.136], [0.068, 0.047, -0.049], [-0.407, 0.029, 0.299], [-0.249, -0.033, 0.152], [0.058, -0.091, 0.021], [0.470, -0.004, -0.132], [0.179, -0.115, -0.005], [0.323, 0.271, 0.387], [0.086, -0.268, -0.450], [-0.036, 0.147, 0.291], [-0.112, 0.096, -0.016], [-0.173, -0.076, -0.377], [-0.161, 0.197, 0.419], [-0.089, -0.191, -0.501], [0.133, 0.106, 0.338], [0.956, 0.872, -1.341], [-0.061, 0.013, 0.018], [0.013, -0.035, 0.005], [-0.006, -0.076, -0.023], [-0.023, 0.117, 0.065], [-0.069, 0.034, 0.096], [0.306, 0.153, 0.277], [-0.425, -0.222, 0.009], [0.286, 0.137, 0.009], [0.036, 0.000, -0.138], [-0.156, -0.343, -0.248], [0.351, 0.214, 0.019], [-0.198, -0.179, 0.007], [0.392, 0.239, 0.106], [-1.379, -1.158, 0.752], [0.003, -0.002, -0.009], [-0.018, 0.006, 0.021], [-0.193, 0.076, -0.011], [-0.067, -0.095, 0.032], [-0.147, -0.137, -0.004], [-0.294, 0.181, -0.302], [0.082, -0.359, 0.308], [-0.071, 0.226, -0.183], [0.107, 0.090, -0.001], [0.276, -0.144, 0.286], [-0.044, 0.382, -0.280], [0.028, -0.245, 0.190], [-0.211, 0.137, -0.245], [0.228, -0.178, 0.254], [0.031, 0.026, -0.010], [-0.014, -0.020, -0.003], [-0.004, -0.029, 0.013], [0.011, 0.048, -0.034], [0.148, -0.086, 0.015], [0.153, 0.101, 0.407], [0.100, -0.247, -0.401], [-0.042, 0.166, 0.244], [-0.131, 0.086, 0.004], [-0.137, -0.111, -0.421], [-0.112, 0.239, 0.331], [0.030, -0.056, -0.151], [0.102, 0.190, 0.365], [-0.101, -0.101, -0.342], [-0.029, 0.006, 0.005], [0.016, -0.024, 0.004], [-0.031, -0.192, -0.015], [-0.030, 0.017, 0.032]],
  "gap_ev": 7.228,
  "lumo_ev": -3.38,
  "homo_ev": -10.6,
  "total_charge": 1,
  "spin_multiplicity": 1
}